# 1
DFT (ωB97M-V with the def2-TZVPD basis set) results for a molecular structure, C28H49BN6O5PrS at a distorted geometry.

Last column: Löwdin spin population.
Positions of all 91 atoms, in Å:
Pr (0.74, 0.43, -0.67)  2.02
C (-2.73, 3.75, 1.57)  0.00
C (-1.41, 3.13, 1.87)  0.00
C (-0.30, 3.68, 2.47)  0.00
C (0.66, 2.66, 2.46)  0.00
N (0.18, 1.53, 1.88)  0.00
N (-1.13, 1.82, 1.54)  0.00
B (-2.18, 0.73, 1.15)  0.00
N (-2.61, 0.76, -0.35)  0.00
N (-1.78, 0.26, -1.32)  0.00
C (-2.48, 0.23, -2.45)  0.00
C (-3.78, 0.71, -2.22)  0.00
C (-3.82, 1.03, -0.88)  0.00
C (-4.99, 1.54, -0.10)  0.00
C (-1.92, -0.30, -3.76)  0.00
C (-3.03, -0.37, -4.80)  0.00
C (-0.83, 0.64, -4.28)  0.00
C (-1.36, -1.72, -3.56)  0.00
N (-1.65, -0.68, 1.50)  0.00
N (-0.39, -1.10, 1.18)  0.00
C (-0.23, -2.28, 1.76)  0.00
C (-1.41, -2.66, 2.43)  0.00
C (-2.28, -1.61, 2.24)  0.00
C (-3.69, -1.45, 2.72)  0.00
C (1.07, -3.06, 1.68)  0.00
C (1.07, -3.95, 0.44)  0.00
C (2.26, -2.09, 1.67)  0.00
C (1.20, -3.94, 2.92)  0.00
C (2.05, 2.73, 3.06)  0.00
C (1.89, 3.08, 4.55)  0.00
C (2.78, 1.39, 2.96)  0.00
C (2.87, 3.82, 2.38)  0.00
H (-2.78, 4.74, 2.02)  0.00
H (-3.56, 3.15, 1.95)  0.00
H (-2.87, 3.86, 0.49)  0.00
H (-0.20, 4.69, 2.83)  0.00
H (-3.19, 0.93, 1.79)  0.00
H (-4.59, 0.79, -2.93)  0.00
H (-5.88, 1.49, -0.73)  0.00
H (-4.86, 2.57, 0.22)  0.00
H (-5.18, 0.95, 0.80)  0.00
H (-3.46, 0.61, -5.02)  0.00
H (-3.84, -1.03, -4.48)  0.00
H (-2.63, -0.76, -5.74)  0.00
H (-1.25, 1.62, -4.49)  0.00
H (-0.39, 0.24, -5.20)  0.00
H (-0.01, 0.80, -3.59)  0.00
H (-2.12, -2.37, -3.11)  0.00
H (-0.48, -1.75, -2.92)  0.00
H (-1.08, -2.13, -4.53)  0.00
H (-1.60, -3.55, 3.00)  0.00
H (-4.00, -2.36, 3.23)  0.00
H (-4.39, -1.26, 1.90)  0.00
H (-3.79, -0.61, 3.42)  0.00
H (1.05, -3.36, -0.48)  0.00
H (0.19, -4.61, 0.46)  0.00
H (1.97, -4.58, 0.43)  0.00
H (2.22, -1.37, 0.87)  0.00
H (3.19, -2.65, 1.55)  0.00
H (2.30, -1.54, 2.61)  0.00
H (0.45, -4.74, 2.93)  0.00
H (1.09, -3.37, 3.85)  0.00
H (2.18, -4.42, 2.93)  0.00
H (1.24, 2.36, 5.05)  0.00
H (1.47, 4.08, 4.68)  0.00
H (2.87, 3.06, 5.04)  0.00
H (2.20, 0.59, 3.42)  0.00
H (3.74, 1.47, 3.46)  0.00
H (2.96, 1.10, 1.92)  0.00
H (2.36, 4.79, 2.45)  0.00
H (3.06, 3.61, 1.32)  0.00
H (3.84, 3.92, 2.89)  0.00
O (0.39, 2.69, -0.74)  -0.01
S (1.81, 2.72, -1.27)  0.00
O (2.40, 4.01, -1.28)  0.00
O (2.53, 1.75, -0.32)  0.00
O (1.73, 1.97, -2.54)  0.00
C (2.57, -3.27, -2.85)  0.00
C (2.68, -1.79, -2.49)  0.00
C (2.73, -0.98, -3.79)  0.00
C (3.95, -1.55, -1.68)  0.00
O (1.54, -1.43, -1.72)  -0.01
H (3.33, -3.56, -3.58)  0.00
H (1.58, -3.47, -3.28)  0.00
H (2.69, -3.90, -1.96)  0.00
H (3.63, -1.24, -4.35)  0.00
H (2.74, 0.10, -3.62)  0.00
H (1.86, -1.22, -4.41)  0.00
H (4.84, -1.76, -2.28)  0.00
H (3.97, -2.19, -0.80)  0.00
H (4.03, -0.51, -1.35)  0.00

- Net charge: -1
- LUMO level (spin up / spin down): 2.44 / 2.44 eV
- 2S+1: 3
- Expectation value of S²: 2.00
- Highest occupied orbital energy (spin up / spin down): -5.997 / -6.003 eV



# 2
DFT (ωB97M-V with the def2-TZVPD basis set) results for 5 unconnected molecules or ions with the total composition C28H49BN7O2 at a distorted geometry.

Last column: Löwdin charge in e.
Positions of all 87 atoms, in Å:
C (9.58, 0.40, -0.74)  0.02
B (8.70, 1.48, -1.46)  -0.49
O (9.03, 2.79, -1.37)  0.19
N (7.50, 1.09, -2.32)  0.26
C (6.28, 1.48, -2.06)  -0.36
N (5.25, 1.04, -2.87)  0.21
N (6.06, 2.29, -0.95)  0.07
C (5.47, 3.61, -1.32)  -0.11
C (4.15, 3.83, -0.56)  -0.35
C (4.49, 3.79, 0.97)  -0.01
O (3.34, 2.71, -0.89)  -0.18
C (2.00, 3.05, -1.26)  -0.13
C (1.14, 1.79, -1.12)  -0.20
C (1.75, 0.56, -1.06)  -0.06
C (1.02, -0.60, -0.90)  -0.07
C (-0.35, -0.49, -0.79)  -0.08
C (-0.96, 0.74, -0.88)  -0.08
C (-0.23, 1.89, -1.04)  -0.03
H (9.23, 0.30, 0.30)  0.09
H (9.51, -0.59, -1.19)  0.07
H (10.63, 0.70, -0.73)  0.08
H (8.69, 3.23, -2.16)  0.12
H (7.66, 0.49, -3.12)  0.17
H (4.39, 1.46, -2.50)  0.09
H (5.14, 0.03, -2.81)  0.14
H (5.47, 1.75, -0.33)  0.14
H (6.20, 4.39, -1.12)  0.13
H (5.18, 3.57, -2.38)  0.13
H (3.71, 4.80, -0.80)  0.15
H (4.37, 2.75, 1.30)  0.09
H (5.54, 4.03, 1.13)  0.08
H (3.84, 4.43, 1.56)  0.09
H (1.61, 3.77, -0.53)  0.14
H (1.93, 3.48, -2.26)  0.14
H (2.83, 0.44, -1.12)  0.09
H (1.55, -1.54, -0.85)  0.11
H (-0.93, -1.39, -0.64)  0.10
H (-2.04, 0.78, -0.80)  0.06
H (-0.71, 2.86, -1.10)  0.13
C (-4.45, -2.67, 1.67)  -0.12
C (-3.06, -2.18, 2.07)  -0.25
C (-3.04, -0.70, 2.44)  -0.18
C (-3.47, 0.12, 1.30)  -0.21
N (-3.80, 0.76, 0.39)  0.15
H (-4.81, -2.16, 0.78)  0.04
H (-4.43, -3.73, 1.44)  0.06
H (-5.17, -2.51, 2.48)  0.09
H (-2.37, -2.37, 1.24)  0.08
H (-2.71, -2.76, 2.92)  0.11
H (-2.03, -0.40, 2.73)  0.08
H (-3.71, -0.50, 3.28)  0.13
C (-6.72, -2.00, -1.85)  -0.15
C (-8.14, -1.65, -2.27)  -0.26
C (-8.88, -0.79, -1.23)  -0.19
C (-8.97, -1.50, 0.05)  -0.24
N (-9.04, -2.06, 1.06)  0.14
H (-6.70, -2.59, -0.93)  0.04
H (-6.22, -2.58, -2.62)  0.05
H (-6.13, -1.09, -1.68)  0.07
H (-8.70, -2.58, -2.44)  0.11
H (-8.12, -1.12, -3.22)  0.11
H (-9.88, -0.56, -1.58)  0.11
H (-8.35, 0.15, -1.08)  0.12
C (-2.04, -5.31, -3.54)  -0.11
C (-1.33, -4.77, -2.31)  -0.26
C (-2.14, -4.96, -1.02)  -0.18
C (-3.43, -4.25, -1.11)  -0.19
N (-4.43, -3.69, -1.19)  0.20
H (-2.98, -4.79, -3.73)  0.07
H (-1.42, -5.19, -4.43)  0.07
H (-2.26, -6.38, -3.43)  0.08
H (-1.12, -3.71, -2.46)  0.10
H (-0.37, -5.28, -2.20)  0.11
H (-1.59, -4.57, -0.17)  0.11
H (-2.34, -6.02, -0.84)  0.12
C (-1.35, 2.92, 5.73)  -0.11
C (0.13, 2.62, 5.52)  -0.26
C (0.37, 1.57, 4.43)  -0.19
C (-0.27, 0.30, 4.77)  -0.23
N (-0.79, -0.70, 5.05)  0.16
H (-1.90, 2.03, 6.06)  0.07
H (-1.48, 3.69, 6.49)  0.08
H (-1.81, 3.28, 4.81)  0.08
H (0.56, 2.27, 6.46)  0.11
H (0.65, 3.54, 5.25)  0.11
H (1.44, 1.40, 4.30)  0.11
H (-0.02, 1.92, 3.47)  0.12

- Net charge: +1
- LUMO level: -3.72 eV
- ΔE to the lowest compared entry with this formula, charge and spin: 0.699 eV
- Highest occupied orbital energy: -11.676 eV